Entry 1:
# C19H27N3O5S

An isolated molecule of C19H27N3O5S in a non-equilibrium geometry (ωB97M-V/def2-TZVPD, OMol25).

As for the energy above the lowest of the compared OMol25 structures with the same formula, charge and spin: 63.3 kcal per mole. The value obtained for the calculated total energy is -1678.82689 Eh. As for the frontier orbital gap: 8.81 eV. As for the SMILES: CCOc1ccc(N(CC(=O)N[C@@H](C)CC)S(=O)(=O)c2c(C)noc2C)cc1. As for the LUMO energy: 0.64 eV. As for the charge: 0.

Bonds (Å) are listed after each position.
Atoms and positions in Å:
1 C -6.6967 -2.5987 1.1822  C2 1.521, H29 1.086, H30 1.086, H31 1.086
2 C -5.5358 -1.6627 1.4801  C1 1.521, O3 1.414, H32 1.099, H33 1.099
3 O -4.3562 -2.2775 1.0003  C2 1.414, C4 1.359
4 C -3.1723 -1.6228 1.1282  O3 1.359, C5 1.397, C28 1.391
5 C -2.0536 -2.2795 0.6104  C4 1.397, C6 1.378, H34 1.078
6 C -0.8038 -1.7028 0.6655  C5 1.378, C7 1.393, H35 1.079
7 C -0.6407 -0.4550 1.2637  C6 1.393, N8 1.400, C27 1.388
8 N 0.5998 0.1921 1.3077  C7 1.400, C9 1.442, S17 1.667
9 C 1.8500 -0.4990 1.5037  N8 1.442, C10 1.537, H36 1.094, H37 1.093
10 C 2.5947 -0.7996 0.1935  C9 1.537, O11 1.218, N12 1.341
11 O 2.0789 -1.4741 -0.6797  C10 1.218
12 N 3.8462 -0.3204 0.1524  C10 1.341, C13 1.461, H38 1.007
13 C 4.7819 -0.5241 -0.9511  N12 1.461, C14 1.528, C15 1.532, H39 1.096
14 C 5.0212 -2.0193 -1.1543  C13 1.528, H40 1.086, H41 1.088, H42 1.086
15 C 4.2943 0.1425 -2.2418  C13 1.532, C16 1.525, H43 1.092, H44 1.090
16 C 4.1808 1.6560 -2.0978  C15 1.525, H45 1.088, H46 1.088, H47 1.089
17 S 0.6768 1.8114 0.9191  N8 1.667, O18 1.437, O19 1.434, C20 1.763
18 O 1.9707 2.0179 0.3282  S17 1.437
19 O 0.3570 2.6198 2.0599  S17 1.434
20 C -0.5861 2.0011 -0.2970  S17 1.763, C21 1.426, C25 1.374
21 C -1.8168 2.7185 -0.2321  C20 1.426, C22 1.482, N23 1.305
22 C -2.3482 3.5249 0.8914  C21 1.482, H48 1.089, H49 1.086, H50 1.087
23 N -2.4584 2.5844 -1.3608  C21 1.305, O24 1.358
24 O -1.7036 1.8082 -2.1803  N23 1.358, C25 1.334
25 C -0.5774 1.4558 -1.5579  C20 1.374, O24 1.334, C26 1.474
26 C 0.4186 0.6439 -2.2799  C25 1.474, H51 1.090, H52 1.087, H53 1.089
27 C -1.7452 0.1909 1.8028  C7 1.388, C28 1.384, H54 1.078
28 C -3.0047 -0.3783 1.7271  C4 1.391, C27 1.384, H55 1.078
29 H -6.5376 -3.5543 1.6740  C1 1.086
30 H -7.6250 -2.1624 1.5395  C1 1.086
31 H -6.7697 -2.7685 0.1116  C1 1.086
32 H -5.4575 -1.4891 2.5626  C2 1.099
33 H -5.6886 -0.6970 0.9784  C2 1.099
34 H -2.1953 -3.2449 0.1514  C5 1.078
35 H 0.0475 -2.2058 0.2336  C6 1.079
36 H 1.6367 -1.4520 1.9968  C9 1.094
37 H 2.4654 0.1164 2.1655  C9 1.093
38 H 4.0851 0.3966 0.8173  N12 1.007
39 H 5.7199 -0.0509 -0.6396  C13 1.096
40 H 5.7774 -2.1739 -1.9189  C14 1.086
41 H 5.3607 -2.4768 -0.2280  C14 1.088
42 H 4.0995 -2.5013 -1.4652  C14 1.086
43 H 5.0004 -0.0994 -3.0387  C15 1.092
44 H 3.3280 -0.2875 -2.5045  C15 1.090
45 H 3.4879 1.9194 -1.3014  C16 1.088
46 H 3.8281 2.0978 -3.0272  C16 1.088
47 H 5.1521 2.0894 -1.8660  C16 1.089
48 H -3.1817 3.0022 1.3573  C22 1.089
49 H -1.5660 3.6879 1.6271  C22 1.086
50 H -2.7187 4.4758 0.5165  C22 1.087
51 H 0.5924 -0.3037 -1.7700  C26 1.090
52 H 0.0691 0.4545 -3.2911  C26 1.087
53 H 1.3661 1.1791 -2.3063  C26 1.089
54 H -1.6052 1.1413 2.2919  C27 1.078
55 H -3.8424 0.1535 2.1495  C28 1.078

What are the Löwdin partial charges on each atom? They are as follows, in elementary charge units: -0.07, -0.27, -0.05, -0.26, 0.02, 0.00, -0.27, -0.16, -0.08, -0.47, 0.04, 0.11, -0.35, -0.05, -0.21, -0.10, 0.72, -0.28, -0.27, -0.17, -0.32, -0.01, 0.12, 0.04, -0.26, 0.04, -0.02, 0.00, 0.08, 0.08, 0.08, 0.13, 0.13, 0.12, 0.10, 0.15, 0.13, 0.14, 0.15, 0.08, 0.08, 0.07, 0.11, 0.10, 0.04, 0.07, 0.07, 0.08, 0.06, 0.09, 0.07, 0.10, 0.08, 0.11, 0.11

---

Entry 2:
# C19H27N3O6S

An isolated molecule of C19H27N3O6S in a non-equilibrium geometry (ωB97M-V/def2-TZVPD, OMol25).

As for the energy above the lowest of the compared OMol25 structures with the same formula, charge and spin: 41.0 kcal per mole. The value obtained for the calculated total energy is -1754.11663 Eh. As for the frontier orbital gap: 9.12 eV. As for the SMILES: CCN(CC)S(=O)(=O)c1ccc2c(c1)N(CC(=O)NC[C@@H]1CCCO1)C(=O)CO2. As for the LUMO energy: 0.43 eV. As for the charge: 0.

Bonds (Å) are listed after each position.
Atoms and positions in Å:
1 C -4.2662 -0.1981 1.8203  C2 1.527, H30 1.087, H31 1.087, H32 1.087
2 C -4.2317 0.4231 0.4260  C1 1.527, N3 1.448, H33 1.094, H34 1.092
3 N -3.0150 1.1824 0.2249  C2 1.448, C4 1.448, S6 1.670
4 C -3.0821 2.6269 0.3021  N3 1.448, C5 1.526, H35 1.094, H36 1.091
5 C -3.7463 3.2671 -0.9138  C4 1.526, H37 1.087, H38 1.088, H39 1.087
6 S -1.9575 0.5412 -0.8972  N3 1.670, O7 1.436, O8 1.437, C9 1.786
7 O -2.6526 0.0048 -2.0332  S6 1.436
8 O -0.9303 1.5200 -1.1226  S6 1.437
9 C -1.2681 -0.8042 0.0544  S6 1.786, C10 1.380, C14 1.381
10 C -1.7789 -2.0833 -0.0335  C9 1.380, C11 1.384, H40 1.077
11 C -1.2790 -3.0650 0.8044  C10 1.384, C12 1.390, H41 1.078
12 C -0.2637 -2.7667 1.7051  C11 1.390, C13 1.405, O29 1.356
13 C 0.3033 -1.4819 1.7345  C12 1.405, C14 1.387, N15 1.400
14 C -0.2315 -0.4988 0.9144  C9 1.381, C13 1.387, H42 1.076
15 N 1.4126 -1.2440 2.5553  C13 1.400, C16 1.446, C26 1.362
16 C 2.3066 -0.1540 2.2315  N15 1.446, C17 1.537, H43 1.092, H44 1.096
17 C 2.8757 -0.3608 0.8193  C16 1.537, O18 1.210, N19 1.346
18 O 2.8387 -1.4389 0.2702  C17 1.210
19 N 3.4439 0.7396 0.2929  C17 1.346, C20 1.445, H45 1.007
20 C 4.0447 0.7523 -1.0214  N19 1.445, C21 1.542, H46 1.093, H47 1.092
21 C 3.1186 1.3704 -2.0875  C20 1.542, C22 1.541, O25 1.419, H48 1.098
22 C 1.8965 0.4814 -2.3910  C21 1.541, C23 1.530, H49 1.087, H50 1.090
23 C 1.9092 0.3699 -3.9167  C22 1.530, C24 1.527, H51 1.087, H52 1.090
24 C 3.3912 0.5660 -4.2274  C23 1.527, O25 1.415, H53 1.091, H54 1.100
25 O 3.8366 1.5375 -3.2999  C21 1.419, C24 1.415
26 C 1.8147 -2.1574 3.4815  N15 1.362, O27 1.211, C28 1.521
27 O 2.8154 -2.0235 4.1500  C26 1.211
28 C 0.8546 -3.3190 3.6856  C26 1.521, O29 1.411, H55 1.092, H56 1.103
29 O 0.1812 -3.7522 2.5232  C12 1.356, C28 1.411
30 H -5.1844 -0.7645 1.9507  C1 1.087
31 H -4.2241 0.5792 2.5792  C1 1.087
32 H -3.4182 -0.8636 1.9593  C1 1.087
33 H -5.1046 1.0674 0.2873  C2 1.094
34 H -4.2662 -0.3564 -0.3380  C2 1.092
35 H -3.6099 2.8913 1.2228  C4 1.094
36 H -2.0503 2.9742 0.3731  C4 1.091
37 H -3.1997 2.9816 -1.8090  C5 1.087
38 H -4.7775 2.9373 -1.0172  C5 1.088
39 H -3.7346 4.3498 -0.8186  C5 1.087
40 H -2.5540 -2.2975 -0.7504  C10 1.077
41 H -1.6551 -4.0747 0.7756  C11 1.078
42 H 0.1479 0.5081 0.8964  C14 1.076
43 H 1.8010 0.8090 2.3317  C16 1.092
44 H 3.1285 -0.2077 2.9543  C16 1.096
45 H 3.3698 1.6222 0.7726  N19 1.007
46 H 4.9764 1.3235 -0.9881  C20 1.093
47 H 4.2690 -0.2827 -1.2871  C20 1.092
48 H 2.8185 2.3732 -1.7554  C21 1.098
49 H 0.9724 0.9163 -2.0186  C22 1.087
50 H 2.0290 -0.4999 -1.9353  C22 1.090
51 H 1.5287 -0.5835 -4.2734  C23 1.087
52 H 1.3254 1.1759 -4.3608  C23 1.090
53 H 3.5893 0.9546 -5.2270  C24 1.091
54 H 3.9453 -0.3739 -4.0899  C24 1.100
55 H 1.4155 -4.1770 4.0619  C28 1.092
56 H 0.1211 -3.0172 4.4523  C28 1.103

What are the Löwdin partial charges on each atom? They are as follows, in elementary charge units: -0.06, -0.26, -0.26, -0.26, -0.07, 0.68, -0.28, -0.30, -0.27, -0.06, 0.03, -0.19, -0.11, 0.02, 0.03, -0.03, -0.47, 0.09, 0.08, -0.12, -0.31, -0.12, -0.14, -0.20, -0.10, -0.40, 0.09, -0.05, 0.01, 0.08, 0.07, 0.06, 0.12, 0.10, 0.12, 0.11, 0.07, 0.07, 0.08, 0.12, 0.13, 0.12, 0.13, 0.14, 0.15, 0.13, 0.13, 0.15, 0.08, 0.11, 0.11, 0.11, 0.12, 0.12, 0.14, 0.15

---

Entry 3:
# C19H27N5O3

An isolated molecule of C19H27N5O3 (ωB97M-V/def2-TZVPD, OMol25).

As for the energy above the lowest of the compared OMol25 structures with the same formula, charge and spin: 0.2 kcal per mole. The value obtained for the calculated total energy is -1239.77573 Eh. As for the frontier orbital gap: 8.55 eV. As for the SMILES: CCOC(=O)N1CCN(Cc2nc3cc(NC(C)=O)ccc3n2CC)CC1. As for the LUMO energy: 0.71 eV. As for the charge: 0.

Bonds (Å) are listed after each position.
Atoms and positions in Å:
1 C -0.4498 1.4305 6.4301  C2 1.522, H28 1.086, H29 1.087, H30 1.087
2 C -0.8122 0.3939 5.3765  C1 1.522, O3 1.426, H31 1.092, H32 1.095
3 O 0.3464 -0.1356 4.7362  C2 1.426, C4 1.353
4 C 0.8653 0.6198 3.7411  O3 1.353, O5 1.209, N6 1.358
5 O 0.3619 1.6432 3.3407  C4 1.209
6 N 2.0398 0.1163 3.2807  C4 1.358, C7 1.444, C27 1.451
7 C 2.4574 -1.2370 3.5645  N6 1.444, C8 1.541, H33 1.093, H34 1.088
8 C 1.8362 -2.1940 2.5282  C7 1.541, N9 1.451, H35 1.094, H36 1.104
9 N 1.4774 -1.4310 1.3468  C8 1.451, C10 1.450, C26 1.451
10 C 1.0040 -2.2621 0.2568  N9 1.450, C11 1.491, H37 1.102, H38 1.096
11 C 0.4292 -1.4356 -0.8433  C10 1.491, N12 1.305, N23 1.366
12 N 0.7925 -1.5562 -2.0912  C11 1.305, C13 1.371
13 C 0.0360 -0.6481 -2.7852  N12 1.371, C14 1.387, C22 1.414
14 C 0.0043 -0.3558 -4.1412  C13 1.387, C15 1.387, H39 1.079
15 C -0.8739 0.6267 -4.5745  C14 1.387, N16 1.403, C20 1.403
16 N -0.8959 0.9037 -5.9502  C15 1.403, C17 1.362, H40 1.011
17 C -1.6573 1.7891 -6.6515  N16 1.362, C18 1.518, O19 1.210
18 C -1.3514 1.7487 -8.1380  C17 1.518, H41 1.088, H42 1.088, H43 1.086
19 O -2.4854 2.5291 -6.1708  C17 1.210
20 C -1.7009 1.3103 -3.6705  C15 1.403, C21 1.379, H44 1.076
21 C -1.6761 1.0278 -2.3214  C20 1.379, C22 1.386, H45 1.079
22 C -0.8064 0.0421 -1.8830  C13 1.414, C21 1.386, N23 1.374
23 N -0.5276 -0.4815 -0.6438  C11 1.366, C22 1.374, C24 1.440
24 C -1.1761 -0.1171 0.5897  N23 1.440, C25 1.527, H46 1.091, H47 1.094
25 C -2.5207 -0.8250 0.7398  C24 1.527, H48 1.088, H49 1.087, H50 1.088
26 C 2.5413 -0.5150 0.9790  N9 1.451, C27 1.540, H51 1.090, H52 1.103
27 C 2.5589 0.6173 2.0224  N6 1.451, C26 1.540, H53 1.095, H54 1.091
28 H -1.3498 1.7643 6.9385  C1 1.086
29 H 0.2348 1.0041 7.1596  C1 1.087
30 H 0.0254 2.2850 5.9550  C1 1.087
31 H -1.3028 -0.4718 5.8273  C2 1.092
32 H -1.4644 0.8407 4.6188  C2 1.095
33 H 3.5489 -1.2583 3.5027  C7 1.093
34 H 2.1571 -1.5076 4.5749  C7 1.088
35 H 0.9210 -2.6416 2.9262  C8 1.094
36 H 2.5475 -3.0067 2.2971  C8 1.104
37 H 1.7977 -2.8905 -0.1793  C10 1.102
38 H 0.2279 -2.9237 0.6584  C10 1.096
39 H 0.6469 -0.8847 -4.8285  C14 1.079
40 H -0.2458 0.3450 -6.4859  N16 1.011
41 H -1.5561 0.7573 -8.5370  C18 1.088
42 H -0.3054 1.9907 -8.3144  C18 1.088
43 H -1.9769 2.4746 -8.6490  C18 1.086
44 H -2.3653 2.0672 -4.0505  C20 1.076
45 H -2.3176 1.5634 -1.6386  C21 1.079
46 H -0.5089 -0.3796 1.4122  C24 1.091
47 H -1.3205 0.9669 0.5947  C24 1.094
48 H -3.1789 -0.5740 -0.0892  C25 1.088
49 H -2.9960 -0.5207 1.6683  C25 1.087
50 H -2.3841 -1.9042 0.7546  C25 1.088
51 H 2.3371 -0.1098 -0.0122  C26 1.090
52 H 3.5176 -1.0271 0.9395  C26 1.103
53 H 3.5766 0.9916 2.1717  C27 1.095
54 H 1.9170 1.4450 1.7174  C27 1.091

What are the Löwdin partial charges on each atom? They are as follows, in elementary charge units: -0.06, -0.22, -0.01, -0.55, 0.09, -0.04, -0.11, -0.15, -0.19, -0.11, -0.30, 0.17, -0.22, 0.04, -0.22, 0.11, -0.52, 0.00, 0.06, -0.01, 0.00, -0.16, 0.02, -0.18, -0.05, -0.14, -0.10, 0.08, 0.08, 0.08, 0.12, 0.12, 0.13, 0.12, 0.12, 0.12, 0.13, 0.13, 0.12, 0.14, 0.08, 0.08, 0.08, 0.10, 0.11, 0.10, 0.13, 0.07, 0.07, 0.07, 0.12, 0.13, 0.12, 0.12

---

Entry 4:
# C19H27NO3S

An isolated molecule of C19H27NO3S (ωB97M-V/def2-TZVPD, OMol25).

As for the energy above the lowest of the compared OMol25 structures with the same formula, charge and spin: 9.1 kcal per mole. The value obtained for the calculated total energy is -1418.90648 Eh. As for the frontier orbital gap: 9.12 eV. As for the SMILES: CCOC(=O)[C@]1(Cc2ccccc2C)CCCN(C(=O)CSC)C1. As for the LUMO energy: 0.71 eV. As for the charge: 0.

Bonds (Å) are listed after each position.
Atoms and positions in Å:
1 C 0.6110 1.3032 3.7260  C2 1.521, H25 1.088, H26 1.086, H27 1.087
2 C 1.8859 0.8543 3.0273  C1 1.521, O3 1.427, H28 1.092, H29 1.095
3 O 1.6188 -0.1372 2.0357  C2 1.427, C4 1.336
4 C 1.1693 0.2922 0.8535  O3 1.336, O5 1.205, C6 1.526
5 O 1.0598 1.4584 0.5706  C4 1.205
6 C 0.9583 -0.8719 -0.1104  C4 1.526, C7 1.533, C15 1.547, C24 1.541
7 C 0.6693 -2.1788 0.6373  C6 1.533, C8 1.509, H30 1.094, H31 1.095
8 C -0.5043 -2.1943 1.5863  C7 1.509, C9 1.388, C13 1.401
9 C -1.2726 -1.0739 1.8714  C8 1.388, C10 1.385, H32 1.078
10 C -2.3291 -1.1347 2.7642  C9 1.385, C11 1.382, H33 1.080
11 C -2.6361 -2.3271 3.3908  C10 1.382, C12 1.383, H34 1.080
12 C -1.8770 -3.4502 3.1175  C11 1.383, C13 1.388, H35 1.081
13 C -0.8147 -3.4019 2.2261  C8 1.401, C12 1.388, C14 1.499
14 C -0.0144 -4.6431 1.9665  C13 1.499, H36 1.090, H37 1.090, H38 1.087
15 C 2.2875 -1.0069 -0.8901  C6 1.547, C16 1.528, H39 1.093, H40 1.092
16 C 2.5493 0.2176 -1.7658  C15 1.528, C17 1.530, H41 1.091, H42 1.091
17 C 1.3561 0.4761 -2.6883  C16 1.530, N18 1.443, H43 1.098, H44 1.088
18 N 0.1398 0.5883 -1.9197  C17 1.443, C19 1.353, C24 1.442
19 C -0.5705 1.7098 -1.6607  N18 1.353, O20 1.218, C21 1.514
20 O -1.5904 1.6880 -0.9957  C19 1.218
21 C -0.0985 3.0007 -2.2962  C19 1.514, S22 1.824, H45 1.090, H46 1.087
22 S -0.3826 3.0028 -4.0980  C21 1.824, C23 1.812
23 C -2.1949 2.9836 -4.0929  S22 1.812, H47 1.086, H48 1.085, H49 1.087
24 C -0.1489 -0.5939 -1.1461  C6 1.541, N18 1.442, H50 1.097, H51 1.090
25 H 0.0827 0.4426 4.1296  C1 1.088
26 H 0.8598 1.9845 4.5347  C1 1.086
27 H -0.0380 1.8161 3.0208  C1 1.087
28 H 2.5704 0.3713 3.7279  C2 1.092
29 H 2.3791 1.7093 2.5521  C2 1.095
30 H 1.5631 -2.4511 1.2066  C7 1.094
31 H 0.5183 -2.9627 -0.1121  C7 1.095
32 H -1.0611 -0.1250 1.4049  C9 1.078
33 H -2.9085 -0.2460 2.9644  C10 1.080
34 H -3.4585 -2.3839 4.0884  C11 1.080
35 H -2.1114 -4.3849 3.6076  C12 1.081
36 H 1.0352 -4.4859 2.2132  C14 1.090
37 H -0.0694 -4.9291 0.9163  C14 1.090
38 H -0.3882 -5.4697 2.5653  C14 1.087
39 H 2.2246 -1.8965 -1.5229  C15 1.093
40 H 3.1133 -1.1505 -0.1894  C15 1.092
41 H 2.7081 1.0954 -1.1384  C16 1.091
42 H 3.4462 0.0595 -2.3665  C16 1.091
43 H 1.2348 -0.3737 -3.3727  C17 1.098
44 H 1.5165 1.3676 -3.2906  C17 1.088
45 H -0.6696 3.8242 -1.8673  C21 1.090
46 H 0.9638 3.1697 -2.1367  C21 1.087
47 H -2.5412 2.1758 -3.4556  C23 1.086
48 H -2.5143 2.8231 -5.1172  C23 1.085
49 H -2.5630 3.9393 -3.7295  C23 1.087
50 H -0.2109 -1.4555 -1.8215  C24 1.097
51 H -1.1188 -0.4517 -0.6700  C24 1.090

What are the Löwdin partial charges on each atom? They are as follows, in elementary charge units: -0.06, -0.20, 0.00, -0.45, 0.13, -0.32, -0.08, -0.15, -0.04, -0.07, -0.09, -0.05, -0.23, -0.05, -0.11, -0.14, -0.15, -0.05, -0.55, 0.05, -0.38, 0.81, -0.39, -0.06, 0.08, 0.08, 0.08, 0.12, 0.12, 0.13, 0.13, 0.10, 0.11, 0.10, 0.11, 0.08, 0.08, 0.08, 0.13, 0.13, 0.11, 0.12, 0.13, 0.08, 0.09, 0.08, 0.03, 0.03, 0.04, 0.15, 0.12